{"formula": "C7H15NO", "method": "ωB97M-V/def2-TZVPD", "e_homo_ev": -8.234, "largest_force_ev_per_a": 5.00, "smiles": "C=C(C)N(C)C.CC=O", "relative_energy_kj_mol": 380.2, "species": ["C", "C", "C", "N", "C", "C", "H", "H", "H", "H", "H", "H", "H", "H", "H", "H", "H", "C", "C", "O", "H", "H", "H", "H"], "coordinates": [[-0.20, -2.26, -0.89], [-0.19, -1.18, -0.03], [-0.22, -1.56, 1.44], [0.56, 0.04, -0.41], [1.56, 0.61, 0.52], [1.04, 0.16, -1.81], [-0.56, -3.21, -0.54], [-0.09, -2.16, -1.96], [-1.24, -1.89, 1.67], [-0.03, -0.76, 2.16], [0.47, -2.37, 1.67], [1.15, 0.75, 1.52], [1.87, 1.60, 0.16], [2.43, -0.04, 0.58], [1.80, -0.59, -2.01], [1.43, 1.16, -1.98], [0.21, 0.02, -2.50], [-1.37, 2.04, 0.88], [-1.34, 1.23, -0.38], [-1.54, 1.72, -1.48], [-0.71, 2.90, 0.78], [-1.06, 1.43, 1.74], [-2.39, 2.39, 1.05], [-1.57, -0.04, -0.17]], "lowdin_charge": [0.058, -0.383, -0.063, -0.254, -0.072, -0.076, 0.063, 0.050, 0.085, 0.056, 0.088, 0.063, 0.092, 0.091, 0.088, 0.090, 0.084, -0.051, -0.384, -0.003, 0.086, 0.056, 0.086, 0.151]}